Formula: C38H34EuN7O5
Source: the Open Molecules 2025 dataset
Level of theory: ωB97M-V with the def2-TZVPD basis set

## Properties
total charge: -1
maximum force: 0.0767 hartree/bohr
multiplicity: 8
orbital gap (alpha / beta): 6.0195 / 6.9724 eV
⟨S²⟩: 15.7594
energy above the lowest of the compared OMol25 structures with the same formula, charge and spin: 14.8 kcal/mol
HOMO energy (alpha / beta): -4.35 / -5.30 eV

CARTESIAN COORDINATES (ANGSTROEM)
1 Eu -0.09403 0.48146 0.16850
2 C -1.58013 3.38582 -3.49664
3 C -1.50931 2.39375 -2.32098
4 N -0.79895 2.58184 -1.30108
5 N -0.03758 3.73857 -1.19603
6 C 0.73751 3.65154 -0.07139
7 O 0.73306 2.75802 0.80586
8 C 1.71279 4.77963 0.01139
9 C 2.38630 4.91606 1.20509
10 C 3.48634 5.82953 1.21820
11 C 3.91088 6.59588 0.13569
12 C 3.14848 6.43324 -1.00378
13 C 2.06700 5.56092 -1.05215
14 C -2.38747 1.13403 -2.34136
15 C -3.25246 0.80293 -3.38795
16 C -4.15264 -0.25123 -3.32915
17 C -4.18538 -0.97179 -2.16808
18 C -3.41102 -0.50913 -1.10112
19 N -2.46948 0.41305 -1.11818
20 H -1.28807 4.33366 -3.02270
21 H -2.51482 3.38915 -4.01508
22 H -0.85293 3.12259 -4.25513
23 H 2.03847 4.37975 2.09532
24 H 4.13056 6.12639 2.07425
25 H 4.81879 7.15935 0.22292
26 H 3.48752 6.83902 -1.98235
27 H 1.57640 5.34579 -1.97122
28 H -3.11688 1.28522 -4.34416
29 H -4.90382 -0.49708 -4.08267
30 H -4.81337 -1.86638 -2.17105
31 H -3.41874 -1.07284 -0.11175
32 O -4.18192 -0.17308 6.98379
33 C -4.68762 0.34317 5.91437
34 O -5.79101 0.79958 5.64998
35 C -3.71412 0.42170 4.72086
36 C -4.09289 0.93104 3.50083
37 C -3.23701 0.84812 2.38486
38 N -2.01043 0.42872 2.44922
39 C -1.57362 0.01600 3.66512
40 C -2.41262 -0.10676 4.77652
41 C -0.14001 -0.58883 3.81430
42 O 0.20779 -1.10180 4.86286
43 O 0.63985 -0.62646 2.71954
44 H -4.98270 1.46825 3.37687
45 H -3.47990 1.31464 1.47118
46 H -2.13114 -0.47252 5.76981
47 C 2.65431 0.66007 -3.99994
48 C 2.79424 -0.63534 -4.48573
49 C 2.07166 -1.68099 -3.82881
50 C 1.29977 -1.30060 -2.70508
51 C 1.23492 -0.05317 -2.11066
52 C 1.89134 0.90632 -2.86258
53 C 0.62728 -2.39496 -1.96665
54 C 0.83443 -3.74977 -2.29550
55 C 0.37222 -4.84369 -1.63741
56 C -0.30309 -4.47018 -0.40282
57 C -0.50960 -5.40414 0.60847
58 C -1.30341 -5.15943 1.67105
59 C -1.80147 -3.79802 1.77800
60 C -1.44250 -2.83918 0.91977
61 C -0.66483 -3.14195 -0.22546
62 N -0.16201 -2.13338 -0.96519
63 H 3.02031 1.42032 -4.61832
64 H 3.49946 -0.97795 -5.31461
65 H 2.04912 -2.70416 -4.17024
66 H 1.82824 1.93257 -2.46000
67 H 1.44833 -4.09394 -3.16082
68 H 0.51432 -5.86860 -1.96799
69 H -0.14930 -6.42373 0.50561
70 H -1.32424 -6.02934 2.43123
71 H -2.40223 -3.62968 2.60786
72 H -1.87852 -1.88105 1.05555
73 N 2.14049 -2.76905 2.39669
74 C 3.45218 -2.81585 1.68075
75 C 3.33728 -2.07071 0.38965
76 N 2.89472 -0.68247 0.68215
77 H 2.21217 -3.49758 3.06421
78 H 1.38667 -2.94218 1.71241
79 H 1.41486 -1.28328 2.81474
80 H 3.70512 -3.89819 1.48649
81 H 4.14998 -2.35373 2.34769
82 H 2.58382 -2.54044 -0.25806
83 H 4.31852 -2.21954 -0.00425
84 H 2.82144 -0.18377 -0.16260
85 H 3.52433 -0.21979 1.29708

Cartesian forces (eV/Å) of the 2 atoms listed first:
0.0 0.0 0.6
0.8 -0.5 1.4

Partial atomic charges computed with the Mulliken method, in multiples of e: number 1, Eu, carries 1.21; number 2, C, carries -1.84; number 3, C, carries 0.37; number 4, N, carries 0.71; number 5, N, carries -1.01; number 6, C, carries 0.09; number 7, O, carries -0.76; number 8, C, carries 0.80; number 9, C, carries -0.64; number 10, C, carries -0.32; number 11, C, carries -0.60; number 12, C, carries -0.43; number 13, C, carries -0.41; number 14, C, carries 0.69; number 15, C, carries -0.79; number 16, C, carries -0.58; number 17, C, carries -1.09; number 18, C, carries 0.12; number 19, N, carries 0.60; number 20, H, carries 0.44; number 21, H, carries 0.49; number 22, H, carries 0.30; number 23, H, carries 0.44; number 24, H, carries 0.25; number 25, H, carries 0.42; number 26, H, carries 0.26; number 27, H, carries 0.44; number 28, H, carries 0.35; number 29, H, carries 0.40; number 30, H, carries 0.40; number 31, H, carries 0.25; number 32, O, carries -0.75; number 33, C, carries 0.49; number 34, O, carries -0.69; number 35, C, carries 0.20; number 36, C, carries -0.94; number 37, C, carries -0.50; number 38, N, carries 0.23; number 39, C, carries 0.45; number 40, C, carries -0.65; number 41, C, carries 0.23; number 42, O, carries -0.65; number 43, O, carries -0.16; number 44, H, carries 0.49; number 45, H, carries 0.57; number 46, H, carries 0.55; number 47, C, carries -1.04; number 48, C, carries -0.49; number 49, C, carries -1.09; number 50, C, carries 0.93; number 51, C, carries -0.12; number 52, C, carries -0.19; number 53, C, carries 0.34; number 54, C, carries -0.29; number 55, C, carries -1.74; number 56, C, carries 1.15; number 57, C, carries -0.72; number 58, C, carries -0.77; number 59, C, carries -1.03; number 60, C, carries 0.53; number 61, C, carries -0.64; number 62, N, carries 1.02; number 63, H, carries 0.48; number 64, H, carries 0.24; number 65, H, carries 0.33; number 66, H, carries 0.30; number 67, H, carries 0.12; number 68, H, carries 0.46; number 69, H, carries 0.38; number 70, H, carries 0.24; number 71, H, carries 0.63; number 72, H, carries 0.26; number 73, N, carries -0.40; number 74, C, carries -0.85; number 75, C, carries -0.17; number 76, N, carries -0.26; number 77, H, carries 0.23; number 78, H, carries -0.09; number 79, H, carries 0.33; number 80, H, carries 0.36; number 81, H, carries 0.41; number 82, H, carries -0.09; number 83, H, carries 0.43; number 84, H, carries 0.19; number 85, H, carries 0.19